DFT (wB97M-V/def2-TZVPD) results for C26H29As2NO8S2Ta as an isolated structure.

## Properties
LUMO   -10.193 eV
Energy above the lowest of the compared OMol25 structures with the same formula, charge and spin   32.7 kcal/mol
Largest force on an atom   3.712 eV/Å
Highest occupied orbital energy   -0.6205 Eh

Structure (ORCA input):
```
! wB97M-V def2-TZVPD RIJCOSX def2/J DEFGRID3
* xyz 3 1
Ta -0.54 -2.55 0.75
S -0.34 -4.29 2.32
C -0.83 -5.10 0.77
C -2.02 -5.85 0.76
C -2.45 -6.42 -0.41
C -1.69 -6.34 -1.59
C -0.62 -5.48 -1.63
C -0.17 -4.83 -0.47
S 1.04 -3.57 -0.71
H -2.37 -6.13 1.75
H -3.39 -7.04 -0.40
H -1.91 -6.89 -2.49
H 0.03 -5.28 -2.49
N -2.24 -2.24 -0.65
C -2.97 -1.55 0.36
C -2.77 -0.16 0.57
C -3.61 0.47 1.56
C -4.49 -0.37 2.27
C -4.56 -1.74 2.10
C -3.86 -2.32 1.13
H -1.99 -1.63 -1.43
H -2.81 -3.02 -0.93
H -2.06 0.40 -0.02
H -3.59 1.55 1.74
H -5.17 0.21 2.92
H -5.23 -2.36 2.76
H -4.00 -3.38 0.87
C 2.03 6.08 -2.28
O 0.77 5.57 -1.59
C 0.48 4.58 -0.93
O -0.78 4.48 -0.56
C 1.19 3.45 -0.36
C 2.32 2.83 -0.60
As 2.94 1.16 0.26
C 3.32 2.12 1.93
C 1.37 0.00 0.70
C 0.61 -0.66 -0.15
As -0.41 2.95 0.69
C -0.44 3.97 2.31
C 0.69 -0.34 -1.62
O 1.69 0.06 -2.16
O -0.47 -0.53 -2.27
C -0.64 -0.09 -3.66
C 1.27 -0.74 1.95
O 0.19 -1.37 2.25
O 2.28 -0.75 2.77
C 2.41 -1.54 4.04
C 3.36 3.68 -1.28
O 3.90 4.49 -0.51
O 3.64 3.65 -2.54
C 3.10 2.67 -3.39
H 2.02 5.55 -3.22
H 2.94 6.03 -1.72
H 1.62 7.02 -2.45
H 4.25 2.63 1.79
H 3.60 1.36 2.70
H 2.55 2.82 2.20
H 0.08 3.42 3.09
H -1.45 3.99 2.56
H 0.02 4.98 2.34
H 0.28 0.41 -4.01
H -1.45 0.61 -3.46
H -0.91 -0.92 -4.28
H 1.94 -2.52 3.79
H 1.87 -0.99 4.76
H 3.48 -1.46 4.29
H 2.60 3.17 -4.19
H 2.47 2.06 -2.74
H 3.85 2.03 -3.86
*
```



DFT (wB97M-V/def2-TZVPD) results for a 8-piece molecular cluster, C26H29BClF7N2O23P overall.

## Properties
LUMO   -4.526 eV
Largest force on an atom   1.117 eV/Å
Highest occupied orbital energy   -0.4596 Eh

Structure (ORCA input):
```
! wB97M-V def2-TZVPD RIJCOSX def2/J DEFGRID3
* xyz 1 1
C -2.61 0.69 -3.60
B -3.83 0.82 -4.55
O -3.80 0.61 -5.90
C -5.17 1.31 -3.83
C -5.16 2.25 -2.83
C -6.38 2.56 -2.24
N -7.49 1.98 -2.64
P -9.08 2.42 -1.81
O -9.95 1.16 -2.22
Cl -8.49 2.04 0.12
N -7.58 1.09 -3.63
C -6.42 0.79 -4.18
H -2.36 1.68 -3.20
H -2.98 0.14 -2.73
H -1.75 0.19 -4.02
H -3.86 -0.31 -6.17
H -4.24 2.71 -2.50
H -6.43 3.28 -1.45
H -9.42 0.35 -2.21
H -6.47 0.08 -4.99
C 0.43 -0.63 -0.35
C 1.00 0.56 -1.08
O -0.18 1.29 -1.43
C -1.11 1.01 -0.48
O -2.12 1.63 -0.34
O -0.76 -0.07 0.25
F 1.64 0.18 -2.22
H 0.14 -1.43 -1.03
H 1.10 -1.02 0.41
H 1.66 1.18 -0.48
C -4.85 4.53 2.18
C -4.57 3.90 0.83
O -4.19 5.02 0.05
C -3.64 5.94 0.90
O -3.00 6.87 0.55
O -3.94 5.63 2.18
F -5.69 3.34 0.28
H -5.87 4.90 2.25
H -4.66 3.86 3.01
H -3.76 3.17 0.83
C -5.01 5.32 6.86
C -6.01 5.93 5.91
O -6.39 4.81 5.11
C -6.24 3.70 5.89
O -6.69 2.64 5.63
O -5.49 3.98 6.98
F -5.44 6.87 5.11
H -4.00 5.30 6.43
H -4.98 5.81 7.83
H -6.89 6.35 6.38
C 4.83 -1.76 -0.38
C 5.85 -1.35 0.66
O 5.43 -0.04 1.00
C 4.08 0.01 0.80
O 3.37 0.86 1.22
O 3.67 -1.03 0.06
F 7.10 -1.30 0.14
H 5.10 -1.42 -1.38
H 4.64 -2.82 -0.39
H 5.86 -1.97 1.55
C 5.23 -6.79 2.26
C 6.20 -5.91 1.50
O 5.35 -4.91 0.96
C 4.29 -4.79 1.81
O 3.53 -3.88 1.82
O 4.23 -5.84 2.66
F 6.80 -6.58 0.49
H 4.79 -7.54 1.61
H 5.68 -7.28 3.12
H 6.97 -5.44 2.12
C 5.18 3.36 0.10
C 5.30 2.79 -1.29
O 5.71 3.90 -2.05
C 6.40 4.74 -1.21
O 7.09 5.62 -1.57
O 6.18 4.39 0.08
F 4.10 2.33 -1.75
H 4.21 3.81 0.28
H 5.38 2.63 0.88
H 6.04 1.99 -1.39
C 6.31 -9.65 -1.92
C 5.03 -9.83 -1.14
O 4.45 -8.54 -1.23
C 4.88 -7.97 -2.39
O 4.40 -7.02 -2.89
O 5.94 -8.66 -2.88
F 5.26 -10.12 0.16
H 7.12 -9.26 -1.29
H 6.65 -10.56 -2.41
H 4.34 -10.56 -1.56
*
```



DFT (wB97M-V/def2-TZVPD) results for a 23-piece molecular cluster, C26H29Cl66IN2OP overall.

## Properties
LUMO   -3.741 eV
Largest force on an atom   1.951 eV/Å
Highest occupied orbital energy   -0.4345 Eh

Structure (ORCA input):
```
! wB97M-V def2-TZVPD RIJCOSX def2/J DEFGRID3
* xyz 1 1
C -2.82 1.67 -1.15
N -1.41 1.26 -1.10
C -0.96 0.10 -1.74
C 0.38 0.05 -1.44
N 0.72 1.14 -0.67
C -0.41 1.86 -0.48
P -0.62 3.44 0.50
O 0.86 3.91 1.00
I -1.77 2.71 2.55
H -3.35 1.27 -0.26
H -3.30 1.34 -2.09
H -2.89 2.77 -1.10
H -1.53 -0.61 -2.32
H 1.05 -0.74 -1.75
H 1.62 1.41 -0.28
H 1.32 4.40 0.28
C -3.12 5.18 -3.55
Cl -4.62 4.28 -3.80
Cl -3.43 6.74 -2.80
Cl -1.99 4.23 -2.56
H -2.66 5.34 -4.52
C 0.22 0.74 5.89
Cl 1.36 0.38 4.59
Cl -0.59 -0.72 6.45
Cl 1.05 1.55 7.22
H -0.53 1.41 5.49
C -4.92 -1.50 -1.60
Cl -5.93 -2.94 -1.52
Cl -3.70 -1.68 -2.88
Cl -5.90 -0.06 -1.88
H -4.41 -1.39 -0.66
C 3.91 5.03 -1.72
Cl 3.94 4.77 -3.47
Cl 2.38 5.78 -1.23
Cl 4.15 3.51 -0.86
H 4.72 5.71 -1.46
C -1.05 5.45 5.71
Cl -0.52 3.77 5.90
Cl -1.66 6.09 7.23
Cl 0.28 6.44 5.10
H -1.86 5.47 4.98
C -9.20 -1.50 -1.41
Cl -9.89 -0.07 -2.18
Cl -9.25 -1.34 0.35
Cl -10.05 -2.96 -1.93
H -8.17 -1.58 -1.71
C 3.78 -1.44 0.62
Cl 4.34 -3.10 0.75
Cl 3.16 -0.86 2.17
Cl 5.07 -0.40 0.01
H 2.96 -1.41 -0.10
C 7.26 0.66 3.70
Cl 8.31 0.48 2.29
Cl 7.18 2.35 4.21
Cl 5.64 0.06 3.34
H 7.68 0.07 4.51
C -13.43 -4.76 -3.44
Cl -14.98 -5.57 -3.60
Cl -13.63 -3.17 -2.69
Cl -12.31 -5.75 -2.50
H -13.01 -4.62 -4.43
C 4.40 -0.20 -3.62
Cl 4.10 0.14 -5.32
Cl 3.07 0.39 -2.62
Cl 4.65 -1.92 -3.36
H 5.31 0.32 -3.32
C 6.05 6.18 4.95
Cl 7.11 6.01 3.55
Cl 5.96 7.87 5.46
Cl 4.44 5.55 4.59
H 6.47 5.60 5.77
C -13.85 -8.46 -6.16
Cl -12.84 -9.70 -6.90
Cl -14.01 -8.73 -4.42
Cl -13.19 -6.85 -6.49
H -14.84 -8.51 -6.60
C -0.96 -1.66 10.05
Cl -2.50 -2.47 9.72
Cl -1.24 -0.09 10.83
Cl 0.08 -2.67 11.04
H -0.46 -1.48 9.10
C 3.35 -0.29 11.00
Cl 2.32 -0.64 12.39
Cl 4.08 -1.77 10.38
Cl 2.41 0.52 9.74
H 4.15 0.38 11.32
C -3.77 -4.28 -5.60
Cl -5.29 -4.12 -6.49
Cl -3.55 -5.94 -5.03
Cl -2.40 -3.78 -6.60
H -3.82 -3.63 -4.74
C -0.68 -4.66 -10.34
Cl -0.21 -2.98 -10.04
Cl -2.15 -5.06 -9.44
Cl -0.90 -4.95 -12.06
H 0.12 -5.30 -9.99
C 8.93 -2.26 -3.09
Cl 8.62 -1.95 -4.80
Cl 7.58 -1.68 -2.10
Cl 9.21 -3.98 -2.81
H 9.82 -1.72 -2.80
C -5.13 -3.76 2.40
Cl -4.04 -2.95 1.25
Cl -6.06 -2.58 3.31
Cl -6.20 -4.88 1.55
H -4.52 -4.33 3.09
C 12.82 -4.94 -1.93
Cl 13.91 -6.12 -2.65
Cl 12.63 -5.24 -0.20
Cl 13.39 -3.29 -2.22
H 11.85 -5.04 -2.40
C -9.72 -1.73 -5.58
Cl -10.76 -3.14 -5.45
Cl -8.54 -1.94 -6.88
Cl -10.68 -0.27 -5.85
H -9.18 -1.62 -4.65
C 7.54 11.26 6.73
Cl 5.98 11.35 5.91
Cl 7.40 10.36 8.24
Cl 8.76 10.53 5.68
H 7.86 12.27 6.97
C 10.79 1.97 -0.81
Cl 11.79 2.79 -2.01
Cl 9.82 3.13 0.09
Cl 9.76 0.76 -1.59
H 11.45 1.46 -0.12
*
```